DFT (wB97M-V/def2-TZVPD) results for a molecular structure, C6H14FN2O2Pt at a distorted geometry.

The geometry in XYZ format:
```
26
C6H14FN2O2Pt (wB97M-V/def2-TZVPD)
Pt -4.7600 0.8437 -0.6874
F -2.8486 0.8993 -1.0717
C -0.4509 -1.2968 0.8736
O 0.0053 -0.6219 1.7917
N -0.2109 -2.5959 0.7065
C -0.5197 -3.2606 -0.5324
C 0.5562 -3.3666 1.6670
H -1.1665 -0.8879 0.1409
H -1.2586 -2.6993 -1.1036
H -0.9437 -4.2505 -0.3520
H 0.3749 -3.4102 -1.1446
H 1.5329 -3.6033 1.2464
H 0.6146 -2.8307 2.6086
H 0.0036 -4.2831 1.8821
C 0.1648 2.5898 -1.9304
O 0.9008 2.5703 -2.8702
N 0.6947 2.7083 -0.6254
C -0.1037 2.2665 0.4779
C 2.0603 3.0481 -0.3916
H -0.9223 2.4564 -1.9653
H 0.5225 1.6398 1.1213
H -0.8581 1.5380 0.1662
H -0.6338 3.0768 0.9857
H 2.5985 2.2299 0.0895
H 2.5618 3.2969 -1.3233
H 2.0858 3.9432 0.2405
```

The charge is +1. Its energy relative to the best compared isomer or geometry (same formula, charge and spin) is 0.0 kJ/mol. The calculation puts the HOMO-LUMO gap (spin up / spin down) at 7.65 / 4.19 eV. Its HOMO energy (spin up / spin down) is -12.06 / -12.05 eV. Its multiplicity is 3. As for the LUMO energy (spin up / spin down): -4.4 / -7.9 eV. The calculation puts the molar mass at 360.3 g mol⁻¹. The value obtained for the strongest force on any atom is 1.419 eV Å⁻¹. The calculation puts the electronic energy at -19476.6141 eV.

Mulliken atomic charge list, values in e, 5 entries: Pt 0.63; F -0.61; C 0.56; O -0.68; N 0.05